{
  "formula": "C10H21BF7N2O18S5Zr",
  "method": "ωB97M-V/def2-TZVPD",
  "elements": ["O", "H", "F", "O", "N", "O", "H", "O", "H", "S", "H", "H", "C", "C", "H", "F", "H", "S", "N", "O", "F", "H", "O", "S", "C", "O", "O", "H", "F", "S", "C", "H", "F", "B", "O", "H", "H", "O", "O", "H", "H", "H", "H", "H", "C", "H", "O", "Zr", "C", "H", "F", "C", "F", "O", "O", "H", "H", "S", "O", "C", "O", "C", "O", "C", "O"],
  "xyz": [[-0.266, -3.680, 1.453], [-1.034, -4.532, 3.232], [3.337, -0.444, -4.201], [3.060, -2.778, -1.744], [-2.351, 1.316, 2.783], [-2.343, -1.689, 1.589], [-0.298, -2.999, 3.408], [-2.408, -1.686, -1.514], [-2.431, -2.285, 3.522], [-1.021, 1.163, 3.886], [-4.224, -1.344, -2.376], [-2.949, -0.453, -3.099], [2.232, -0.106, -4.861], [2.922, 2.740, 1.540], [0.572, 0.702, 0.528], [-2.847, 2.901, 1.069], [0.865, 2.017, -1.455], [2.090, -3.600, -1.036], [0.455, -3.213, -1.420], [0.503, -0.642, -3.279], [2.580, 1.006, -5.554], [2.322, 0.806, 2.235], [3.324, 3.913, 2.279], [2.916, 3.781, 3.857], [2.918, 1.639, 2.602], [-0.804, 2.189, 4.869], [-0.512, 2.753, 1.642], [-1.082, 1.050, -2.885], [-1.918, 0.103, 4.720], [-1.811, 2.768, 2.294], [-2.207, -2.739, 2.546], [-2.809, 1.068, -1.308], [2.113, -2.829, 0.342], [0.176, -0.326, 0.231], [0.494, -5.477, -2.690], [3.605, 2.459, 0.739], [0.670, -0.831, -0.639], [1.747, 4.571, 4.119], [0.015, 0.284, 3.421], [-4.363, 1.094, -2.044], [0.270, -1.121, 1.000], [-0.898, -0.273, -0.052], [3.965, 1.380, 2.792], [1.943, 2.888, 1.082], [1.020, 0.184, -3.950], [0.487, 3.562, -2.207], [2.495, -4.929, -0.703], [-0.885, -2.288, -0.132], [0.064, 2.598, -1.924], [-1.002, 2.563, -3.764], [1.905, -1.030, -5.764], [-3.754, 0.476, -1.351], [-0.968, -3.715, -3.251], [4.061, 3.939, 4.691], [-4.371, 0.360, -0.138], [-0.679, 2.610, -1.126], [-3.070, -3.399, 2.350], [0.537, -4.067, -2.823], [1.312, -3.499, -3.883], [-0.415, 1.865, -3.166], [0.721, 1.478, -3.961], [-3.308, -0.793, -2.111], [-2.236, 3.883, 3.110], [-0.893, -3.586, 2.690], [2.458, 2.245, 3.789]],
  "forces_ev_per_angstrom": [[-0.631, 0.449, -1.998], [-0.415, -0.335, -0.491], [-0.348, -0.578, 0.161], [-1.666, -1.347, -0.256], [4.228, 2.368, 1.533], [3.386, -2.687, -1.462], [0.509, 0.065, -0.250], [2.564, -1.015, 1.749], [0.167, -0.138, 0.247], [-3.398, -4.097, 0.627], [-0.118, -0.249, 0.255], [0.532, 0.057, -0.048], [0.025, 0.986, -0.439], [-0.701, -0.636, 0.285], [0.663, 1.057, 0.348], [0.737, 0.020, 0.232], [0.084, -0.040, -0.159], [3.513, 3.638, 2.977], [5.480, -4.007, -2.782], [-0.165, -0.921, -0.031], [-0.066, 0.017, -0.263], [-0.310, -0.059, 0.723], [0.382, 0.135, 0.783], [-2.213, -0.274, -1.002], [0.982, 0.248, -1.257], [0.645, -0.105, -0.740], [-0.397, 0.594, 0.835], [0.403, -0.317, -0.200], [0.359, -0.053, 0.645], [-3.352, 0.550, -2.732], [-1.709, 0.264, 0.336], [0.549, 0.327, 0.248], [-0.591, -0.506, -0.005], [1.068, 1.672, 0.097], [0.467, -0.487, 0.554], [0.433, 0.510, 0.198], [1.456, -1.041, -2.622], [1.273, -0.385, -0.140], [0.479, 1.228, 0.117], [-0.234, -0.155, -0.938], [0.402, -1.818, 2.894], [-3.042, 0.550, -0.603], [-0.051, -0.493, -0.160], [-0.162, 0.141, 0.362], [0.276, 0.736, 0.731], [-0.250, 0.207, 0.295], [-1.211, 0.089, -0.589], [-6.398, 3.665, 3.692], [0.704, -0.802, 0.121], [0.141, -0.166, -0.310], [0.265, -0.311, 0.151], [-0.162, 0.072, 2.382], [0.704, -0.129, 0.250], [0.366, -0.021, -0.302], [0.460, -0.290, -1.673], [-0.292, 0.482, -0.292], [0.091, -0.527, 0.093], [-4.393, 0.948, -3.376], [0.190, -0.245, 1.010], [-0.883, 0.907, 1.024], [-0.007, -0.253, -0.685], [-1.135, -0.369, -0.445], [1.025, -0.199, -0.322], [-0.420, 2.239, 0.043], [-0.288, 0.837, 0.573]],
  "gap_ev": 3.6,
  "charge": -3,
  "lumo_ev": 5.6
}


{
  "formula": "C2H4OS",
  "method": "ωB97M-V/def2-TZVPD",
  "elements": ["O", "H", "S", "C", "C", "H", "H", "H"],
  "xyz": [[1.580, 0.511, -2.870], [-0.437, 0.476, -0.502], [-0.952, -0.514, 2.350], [0.449, -0.232, -0.809], [1.010, 0.116, -1.905], [-0.488, 0.668, 2.023], [-2.002, -0.300, 1.763], [0.841, -0.725, -0.051]],
  "forces_ev_per_angstrom": [[-1.650, -1.201, 1.981], [1.615, -1.586, -0.902], [3.284, -1.351, 2.323], [-4.522, 3.741, -0.925], [2.753, 1.611, -3.240], [0.370, 0.719, -0.104], [-3.707, 0.630, -2.028], [1.856, -2.563, 2.894]],
  "e_above_lowest_kcal_mol": 44.2,
  "gap_ev": 10.1,
  "charge": 0,
  "smiles": "C=C=O.S",
  "lumo_ev": 0.6
}


{
  "formula": "C5H10N4",
  "method": "ωB97M-V/def2-TZVPD",
  "elements": ["C", "H", "N", "H", "N", "H", "C", "H", "N", "C", "H", "C", "C", "N", "H", "H", "H", "H", "H"],
  "xyz": [[-0.930, -0.806, 2.035], [-1.748, -0.894, 2.915], [0.595, 1.926, -1.622], [-0.407, 2.516, 0.028], [-0.766, -2.069, 1.242], [1.089, -0.922, -2.396], [-1.322, 0.377, 1.166], [0.048, -0.615, 2.666], [-0.226, -1.976, 0.171], [-0.086, 0.459, 0.205], [1.553, -2.059, -1.443], [0.328, -0.760, -0.322], [1.445, -1.004, -1.351], [0.202, 1.700, -0.301], [2.441, -0.550, -1.254], [-1.511, 1.346, 1.745], [-0.034, 1.435, -2.264], [-2.309, -0.002, 0.709], [1.639, 1.897, -1.929]],
  "forces_ev_per_angstrom": [[-0.309, 0.535, 3.832], [1.714, -0.528, -2.193], [1.289, 0.087, -1.355], [1.280, -1.968, -0.431], [-1.931, 0.516, 3.046], [0.052, 1.071, 0.289], [0.652, -0.380, 0.077], [-1.458, -0.333, -1.471], [1.579, 0.242, -2.453], [-2.165, -1.557, -1.452], [0.548, -1.148, 0.875], [0.942, 1.886, 0.584], [-1.152, -0.118, -0.903], [-0.299, 2.142, 0.485], [-0.626, 0.106, 0.321], [0.361, -1.412, -0.761], [0.737, 0.103, 0.197], [1.461, 1.097, -0.109], [-2.674, -0.342, 1.423]],
  "e_above_lowest_kcal_mol": 99.5,
  "gap_ev": 8.9,
  "charge": 0,
  "smiles": "CC1=C(NN)CCN=N1",
  "lumo_ev": 0.8
}


{
  "formula": "C6H11FO",
  "method": "ωB97M-V/def2-TZVPD",
  "elements": ["C", "H", "C", "H", "H", "C", "H", "C", "H", "H", "H", "H", "F", "C", "H", "H", "H", "C", "O"],
  "xyz": [[0.000, -0.465, -0.969], [0.488, -2.436, -1.575], [1.265, 0.256, -1.229], [2.083, -0.184, -0.668], [-2.067, -0.129, -0.592], [-0.502, 1.442, 2.432], [-0.575, 1.647, 3.494], [0.404, 0.425, 1.914], [-1.354, 1.737, 1.831], [1.517, 0.200, -2.294], [-1.627, -0.186, -2.287], [-0.932, -2.337, -0.523], [1.115, -0.366, 2.781], [0.055, -1.923, -0.709], [0.700, -2.150, 0.138], [1.178, 1.310, -0.969], [-1.221, 1.245, -1.334], [-1.295, 0.162, -1.302], [0.768, 1.751, 1.861]],
  "forces_ev_per_angstrom": [[0.187, 0.225, 1.297], [-0.028, -0.168, -0.098], [-0.095, 0.046, -0.176], [0.181, -0.013, 0.026], [-0.132, -0.011, 0.053], [-1.014, -0.242, 0.030], [0.039, -0.119, 0.061], [0.161, 0.347, 0.456], [-0.061, 0.011, 0.031], [0.130, 0.035, -0.147], [-0.144, 0.062, -0.136], [-0.079, -0.096, 0.034], [-0.302, 0.447, -0.768], [0.085, -0.030, -0.145], [0.053, -0.055, 0.063], [0.067, 0.066, 0.015], [-0.046, 0.141, -0.010], [0.009, -0.067, -0.151], [0.986, -0.579, -0.436]],
  "e_above_lowest_kcal_mol": 109.5,
  "gap_ev": [10.0, 6.5],
  "charge": 0,
  "lumo_ev": [0.9, -0.5]
}